No. 1
Molecular formula: C9H17N4OS
Method: DFT, the ωB97M-V functional and the def2-TZVPD basis

Geometry as XYZ:
```
32
Properties=species:S:1:pos:R:3
C 1.80 1.15 1.22
C 2.66 0.44 0.42
C 0.18 -0.22 0.40
C 4.97 -0.12 -0.13
C -5.78 0.45 -0.97
C -1.01 -0.99 0.19
C -4.81 0.53 0.14
C -2.24 -0.10 0.57
C -3.40 0.11 -0.41
N 0.43 0.78 1.09
N 6.30 0.27 -0.06
N 4.71 -1.37 -0.56
N 4.05 0.73 0.31
O 2.20 -1.89 -0.65
S 1.67 -0.51 -0.75
H 1.92 1.85 2.05
H -5.42 0.94 -2.04
H -6.67 0.88 -0.58
H -6.00 -0.56 -1.35
H -0.94 -1.23 -0.87
H -0.89 -1.66 0.99
H -5.05 -0.11 0.96
H -4.76 1.47 0.61
H -2.75 -0.57 1.48
H -1.77 0.95 0.81
H -3.68 -0.84 -1.04
H -3.02 0.90 -1.21
H 7.10 -0.37 -0.21
H 6.50 1.29 0.11
H 5.46 -2.01 -0.69
H 3.74 -1.76 -0.52
H 4.47 1.59 0.69
```

Properties
Total charge: +1
Energy relative to the best compared isomer or geometry (same formula, charge and spin) (kJ/mol): 291.6
Orbital gap (Ha): 0.314
E_LUMO (eV): -3.96
Highest occupied orbital energy (eV): -12.5
DFT total energy (eV): -28442.547


No. 2
Molecular formula: C9H17NO2
Method: DFT, the ωB97M-V functional and the def2-TZVPD basis

Geometry as XYZ:
```
29
Properties=species:S:1:pos:R:3
C -3.82 -0.75 -1.01
C -2.72 -0.42 0.07
O -2.79 0.79 0.65
C -1.52 1.14 1.10
C -0.51 0.30 0.22
C 0.25 1.14 -0.88
C 1.73 1.11 -0.68
N 2.30 -0.37 -0.51
C 3.70 -0.14 -0.04
C 1.57 -1.34 0.34
C 0.38 -0.60 1.11
O -1.45 -0.55 -0.60
H -4.06 0.14 -1.58
H -3.32 -1.44 -1.71
H -4.72 -1.19 -0.49
H -2.92 -1.24 0.82
H -1.42 2.19 0.96
H -1.42 0.81 2.13
H -0.04 0.70 -1.89
H -0.10 2.26 -0.86
H 2.33 1.51 -1.45
H 2.00 1.72 0.21
H 4.19 -1.11 0.21
H 4.29 0.38 -0.92
H 3.83 0.37 0.84
H 2.25 -1.92 0.95
H 1.10 -2.06 -0.41
H 0.97 -0.02 1.80
H -0.10 -1.42 1.61
```

Properties
Total charge: 0
Energy relative to the best compared isomer or geometry (same formula, charge and spin) (kJ/mol): 257.9
Orbital gap (Ha): 0.335
E_LUMO (eV): 0.85
Highest occupied orbital energy (eV): -8.3
DFT total energy (eV): -15191.519
SMILES: C[C@@H]1OCC2(CCN(C)CC2)O1


No. 3
Molecular formula: C9H17NO2
Method: DFT, the ωB97M-V functional and the def2-TZVPD basis

Geometry as XYZ:
```
29
Properties=species:S:1:pos:R:3
C 2.96 2.44 2.59
C 2.81 0.97 2.37
C 1.97 0.47 1.23
C 1.43 0.41 2.59
C 1.41 -0.84 3.46
N 0.54 1.50 2.93
H 2.14 3.04 2.29
H 3.09 2.58 3.67
H 3.90 2.77 2.07
H 3.60 0.26 2.67
H 1.54 1.21 0.53
H 2.27 -0.47 0.76
H 2.40 -0.94 3.89
H 0.71 -0.58 4.29
H 1.18 -1.84 3.01
H 0.70 1.84 3.86
H -0.43 1.20 2.96
C -0.65 -0.66 -0.94
C -1.47 -0.77 -1.97
C -2.89 -0.34 -2.26
O -3.26 -1.12 -3.48
C -2.09 -1.14 -4.18
O -1.07 -1.30 -3.19
H 0.30 -1.23 -0.92
H -0.88 -0.02 -0.06
H -3.05 0.69 -2.45
H -3.61 -0.57 -1.46
H -1.89 -0.27 -4.78
H -2.07 -2.07 -4.85
```

Properties
Total charge: 0
Energy relative to the best compared isomer or geometry (same formula, charge and spin) (kJ/mol): 332.3
Orbital gap (Ha): 0.359
E_LUMO (eV): 0.87
Highest occupied orbital energy (eV): -8.9
DFT total energy (eV): -15190.748
SMILES: C[C@@H]1C[C@]1(C)N.C=C1COCO1


No. 4
Molecular formula: C9H17NO2S3
Method: DFT, the ωB97M-V functional and the def2-TZVPD basis

Geometry as XYZ:
```
32
Properties=species:S:1:pos:R:3
C 3.67 5.07 -1.50
C 3.19 3.62 -1.06
C 2.71 2.68 -2.27
C 2.40 1.42 -1.82
S 1.15 1.56 -0.53
C 0.81 -0.30 -0.54
S 1.73 -1.57 -1.41
N -0.14 -0.57 0.33
C -0.38 -2.07 0.69
C -1.60 -2.65 -0.30
C -2.79 -1.68 -0.02
S -2.87 -1.11 1.54
O -2.65 0.39 1.76
O -3.81 -1.59 2.48
C -1.16 -1.94 1.95
H 4.01 5.71 -0.67
H 2.80 5.51 -2.09
H 4.38 5.13 -2.46
H 2.56 3.61 -0.43
H 4.29 3.30 -0.61
H 1.86 3.24 -2.70
H 3.48 2.92 -2.98
H 3.13 1.11 -1.36
H 2.21 0.90 -2.63
H -0.81 0.16 0.80
H 0.55 -2.58 0.86
H -1.59 -3.60 0.03
H -1.15 -2.38 -1.35
H -2.67 -0.88 -0.68
H -3.64 -2.44 -0.22
H -1.59 -2.79 2.47
H -0.68 -1.41 2.86
```

Properties
Total charge: 0
Orbital gap (Ha): 0.327
E_LUMO (eV): 0.38
Highest occupied orbital energy (eV): -8.5
DFT total energy (eV): -47692.479
SMILES: CCCCSC(=S)N[C@@H]1CCS(=O)(=O)C1


No. 5
Molecular formula: C9H17NOP
Method: DFT, the ωB97M-V functional and the def2-TZVPD basis

Geometry as XYZ:
```
29
Properties=species:S:1:pos:R:3
C 2.82 -1.09 0.79
C 1.86 -0.08 0.14
C 1.86 1.22 0.40
C 1.05 2.09 -0.39
C -0.08 1.73 -1.01
C -0.37 0.27 -1.09
P -1.74 -0.25 0.26
C -1.56 0.77 1.77
C -3.28 0.24 -0.53
O -1.69 -1.73 0.48
C 0.98 -0.52 -1.01
N 0.73 -1.95 -0.67
H 2.40 -1.84 1.43
H 3.65 -0.70 1.40
H 3.21 -1.83 0.15
H 2.61 1.43 1.20
H 1.31 3.08 -0.34
H -0.63 2.42 -1.48
H -0.95 0.16 -1.96
H -1.40 1.77 1.68
H -2.44 0.87 2.24
H -0.77 0.43 2.53
H -3.25 1.34 -0.90
H -3.47 -0.31 -1.37
H -4.16 0.03 0.11
H 1.36 -0.53 -2.06
H -0.24 -2.20 -0.41
H 1.22 -2.29 0.13
H 0.95 -2.52 -1.49
```

Properties
Total charge: +1
Energy relative to the best compared isomer or geometry (same formula, charge and spin) (kJ/mol): 32.6
Orbital gap (Ha): 0.331
E_LUMO (eV): -3.24
Highest occupied orbital energy (eV): -12.2
DFT total energy (eV): -22427.770
SMILES: CC1=CC=C[C@H](P(C)(C)=O)[C@@H]1[NH3+]


No. 6
Molecular formula: C9H17P
Method: DFT, the ωB97M-V functional and the def2-TZVPD basis

Geometry as XYZ:
```
27
Properties=species:S:1:pos:R:3
C -1.96 0.15 -1.06
C -1.07 0.32 0.28
C -0.53 1.75 0.33
C -0.60 2.65 1.52
C 0.96 1.20 0.03
C 0.35 -0.24 0.09
C 0.75 -1.48 -0.73
C 1.91 -1.40 -1.64
C 0.91 -1.44 0.83
P -0.22 -2.52 1.73
H -1.33 0.33 -1.96
H -2.71 1.00 -1.06
H -2.26 -0.88 -0.92
H -1.57 -0.04 1.07
H -1.02 2.42 -0.43
H -0.39 2.06 2.41
H -1.60 3.11 1.49
H 0.21 3.53 1.41
H 1.54 1.64 -0.87
H 1.54 1.27 0.91
H -0.19 -1.94 -1.09
H 2.68 -0.57 -1.14
H 1.70 -1.18 -2.78
H 2.34 -2.36 -1.55
H 1.90 -1.44 1.09
H 0.03 -3.74 1.16
H -1.37 -2.19 0.87
```

Properties
Total charge: 0
Energy relative to the best compared isomer or geometry (same formula, charge and spin) (kJ/mol): 127.3
Orbital gap (Ha): 0.351
E_LUMO (eV): 1.01
Highest occupied orbital energy (eV): -8.6
DFT total energy (eV): -18893.695
SMILES: C[C@@H]1[C@@H](C)C[C@]12[C@@H](C)[C@@H]2P